Computed, not measured: C37H44BCrN13O6P as an isolated structure at a distorted geometry, with ωB97M-V/def2-TZVPD.

Summary:
**Lowest unoccupied orbital energy (spin up / spin down)**: -0.86 / -0.86 eV
**E_HOMO (spin up / spin down)**: -6.537 / -6.661 eV
**Charge**: 0
**<S²>**: 3.78
**Max |F|**: 1.67 eV/Å
**2S+1**: 4
**ΔE to the lowest compared entry with this formula, charge and spin**: 0.0 kJ/mol

Element x y z (Å)
Cr 0.4402 0.0027 -0.3513
C 0.6493 -5.5069 0.6599
N 0.6784 -4.2798 -0.0850
C 0.5535 -4.2007 -1.4361
C 0.4850 -2.8764 -1.7454
N 0.5502 -2.1357 -0.6050
C 0.6807 -3.0070 0.3905
P 1.1720 -2.6837 2.1155
C 2.6058 -1.6651 1.6181
N 2.5528 -0.6336 0.7852
C 3.7720 -0.0408 0.8492
C 4.5732 -0.7281 1.7171
N 3.8314 -1.7645 2.1943
C 4.2950 -2.7977 3.0799
C 0.1445 -1.2366 2.4900
N -0.1378 -0.2457 1.6581
C -0.9549 0.5953 2.3361
C -1.1542 0.1146 3.5975
N -0.4455 -1.0404 3.6950
C -0.4007 -1.9105 4.8352
H 1.2873 -6.2483 0.1779
H -0.3721 -5.8989 0.7062
H 0.9998 -5.3257 1.6752
H 0.5325 -5.0733 -2.0557
H 0.3820 -2.4240 -2.7105
H 3.9999 0.8522 0.3062
H 5.5876 -0.5601 2.0177
H 5.3642 -2.9507 2.9267
H 3.7659 -3.7274 2.8633
H 4.1266 -2.5284 4.1261
H -1.3659 1.4752 1.8849
H -1.7530 0.4845 4.4034
H -0.7230 -1.3546 5.7129
H 0.6128 -2.2802 4.9936
H -1.0697 -2.7596 4.6822
B -3.5799 -0.2939 0.1369
N -2.9761 -1.3491 1.0767
C -3.5004 -1.6620 2.2704
C -2.9071 -2.8231 2.7230
C -2.0147 -3.1472 1.7015
N -2.0674 -2.2549 0.7178
N -2.6706 0.9370 -0.1758
C -3.2666 2.1213 -0.3319
C -2.3964 2.9943 -0.9613
C -1.2581 2.2345 -1.1662
N -1.4281 1.0013 -0.6753
H -4.5440 0.1473 0.6807
H -3.8410 -0.8148 -0.8978
H -4.2650 -1.0587 2.7173
H -3.0978 -3.3670 3.6296
H -1.3931 -4.0206 1.6357
H -4.2640 2.2886 0.0128
H -2.5625 4.0218 -1.2141
H -0.3340 2.5280 -1.6218
O 2.9635 2.8138 0.3535
C 1.7939 2.7022 0.7059
O 0.9582 1.8500 0.2766
C 1.2426 3.6337 1.7676
C -0.1189 3.8906 1.8313
C -0.6249 4.6660 2.8717
C 0.2052 5.2006 3.8435
C 1.5677 4.9482 3.7512
C 2.0974 4.1773 2.7156
N 2.4417 5.4587 4.7679
O 1.9488 6.1241 5.6611
O 3.6262 5.1811 4.6930
N -2.0424 4.8494 2.9732
O -2.7489 4.0514 2.3778
O -2.4570 5.7644 3.6586
H -0.7872 3.5248 1.0667
H -0.2000 5.7851 4.6575
H 3.1595 3.9920 2.6547
C -3.4370 -2.5360 -2.9571
C -2.5051 -1.4798 -3.4724
C -2.6157 -1.0477 -4.7901
C -1.7222 -0.1081 -5.2813
C -1.8416 0.3727 -6.6999
C -0.6868 0.3455 -4.4805
C -0.4969 -0.1028 -3.1521
C -1.5016 -0.9784 -2.6671
N 0.5902 0.1944 -2.3617
C 1.7687 0.7372 -3.0506
C 2.9660 0.7810 -2.1019
C 1.5573 2.1979 -3.5347
C 2.2095 -0.2147 -4.1882
H -3.4547 -3.3702 -3.6585
H -4.4531 -2.1537 -2.8699
H -3.1132 -2.8849 -1.9808
H -3.3995 -1.4444 -5.4203
H -2.8774 0.3682 -7.0298
H -1.2799 -0.2814 -7.3685
H -1.4535 1.3815 -6.8106
H -0.0324 1.0728 -4.9253
H -1.4826 -1.3108 -1.6399
H 2.7794 1.4748 -1.2901
H 3.8390 1.1337 -2.6511
H 3.1776 -0.2103 -1.7088
H 0.5067 2.4641 -3.5787
H 1.9993 2.3465 -4.5174
H 2.0363 2.8893 -2.8436
H 2.4108 -1.1974 -3.7625
H 3.1252 0.1552 -4.6442
H 1.4606 -0.3353 -4.9616

Forces on the atoms, in the same order (eV/Å):
Cr 0.4191 0.5915 -0.3918
C -0.0985 -0.4680 0.3452
N 0.0145 0.7113 0.0318
C -0.0494 0.2697 -0.4225
C 0.0836 -0.2193 -0.3201
N 0.1500 -0.1290 0.5418
C 0.0553 -0.2020 0.1943
P 0.1012 0.6073 -0.5421
C -0.0115 -0.1877 0.1469
N -0.5486 -0.1970 -0.0253
C 0.4466 0.0922 0.1533
C 0.0740 0.2892 -0.2350
N -0.3851 0.2423 -0.4069
C 0.0990 -0.3492 0.4531
C 0.0451 -0.2873 0.1582
N 0.0879 -0.4974 0.2636
C -0.2028 0.3989 0.4889
C -0.0607 0.4672 -0.1689
N 0.3575 0.2473 -0.7710
C -0.0174 -0.4235 0.3141
H 0.0032 0.0789 0.0645
H 0.1324 0.0497 -0.0105
H 0.0030 -0.1052 -0.0752
H -0.0481 -0.1482 -0.1296
H 0.0058 0.0785 -0.0875
H 0.0266 0.1545 -0.1166
H 0.1803 -0.0216 0.0425
H -0.1347 -0.0074 -0.0147
H 0.1239 0.0893 0.0638
H 0.0159 -0.0314 -0.0871
H -0.0609 0.1158 -0.0183
H -0.0890 0.0995 0.1795
H 0.0464 -0.0254 -0.0146
H -0.0726 0.0683 0.0413
H 0.0254 0.0524 0.0332
B 0.2184 -0.2891 -0.2967
N -0.2748 -0.1154 0.4182
C -0.0730 -0.2186 0.3719
C -0.1597 0.0588 0.0867
C -0.3082 0.0138 -0.1559
N 0.0930 -0.4877 -0.4477
N -0.4626 0.2422 0.4154
C 0.2686 0.3680 -0.0521
C -0.0405 -0.1898 0.0069
C -0.2303 0.1757 -0.0601
N 0.8922 -0.1790 -0.0686
H -0.2222 0.1462 0.1650
H -0.1141 -0.1593 -0.2720
H -0.1451 0.1653 0.0185
H -0.1391 -0.0364 0.0836
H 0.1655 -0.1314 -0.0699
H -0.2797 -0.1067 0.0685
H -0.0442 0.1519 -0.1064
H 0.1040 -0.0704 0.0139
O -0.0351 0.3336 0.3845
C 0.7573 0.0832 -0.1667
O -0.6587 -0.6356 -0.1310
C -0.0787 0.0223 0.0224
C -0.1568 0.2816 0.2547
C 1.6151 -0.3706 -0.2290
C -0.0440 0.1056 0.1118
C -0.8549 -0.6815 -1.2374
C -0.1142 0.1851 0.2751
N 0.8170 0.3701 0.9623
O 0.0247 -0.0433 -0.1397
O -0.2256 0.0629 -0.0508
N -1.2162 0.0443 0.0558
O 0.1084 0.1868 0.0975
O 0.0772 -0.0460 -0.0394
H -0.0457 -0.1916 -0.0070
H 0.0456 -0.0190 -0.0495
H 0.0080 -0.0109 -0.0024
C -0.0147 0.0638 -0.0341
C 0.0410 0.0888 -0.1249
C 0.1463 0.1214 0.0384
C -0.3359 -0.2429 0.0657
C 0.0462 -0.0587 -0.0007
C 0.0290 0.1084 0.3440
C -0.8659 -0.4741 -0.4638
C 0.1166 0.2231 -0.2317
N 0.5413 0.1081 0.9168
C 0.4780 -0.0004 -0.1787
C -0.3823 -0.0787 -0.1060
C 0.0270 -0.1763 0.1153
C -0.1639 0.1637 0.0886
H -0.0394 -0.1306 0.0238
H -0.0769 -0.0067 0.0624
H -0.0626 -0.0926 0.1175
H -0.0982 -0.0216 -0.1079
H -0.0961 -0.0012 -0.0325
H 0.0400 0.0135 -0.0893
H 0.0692 0.1160 -0.0354
H 0.1462 0.0208 -0.0071
H -0.0131 -0.1136 -0.0180
H 0.1019 -0.0303 0.0482
H 0.0693 0.0177 0.0174
H 0.0756 -0.1707 -0.0109
H -0.0693 0.0236 -0.1245
H 0.0202 0.1048 -0.1426
H 0.0538 0.0897 0.0597
H 0.0611 -0.0843 0.0559
H 0.1121 0.0459 -0.0567
H 0.0544 -0.0454 -0.0974

Atomic partial charges in e from the Mulliken method, atoms 1 to 6:
1. Cr 0.133
2. C -0.940
3. N 0.431
4. C -1.876
5. C -0.542
6. N 1.762